1.
Below is the ion C3H10N3S4 with charge +1 at a distorted geometry, with properties calculated with wB97M-V/def2-TZVPD.

Last column: Mulliken charge in e.
Atoms and positions in Å:
C (1.653, -0.962, -1.046)  0.730
C (-2.286, 2.842, 0.254)  -0.802
C (-0.312, -0.346, 0.512)  -0.722
N (2.983, -0.761, -1.168)  -0.389
N (0.953, -1.332, -2.091)  -0.352
N (1.055, -0.608, 0.102)  -0.015
S (-0.889, -2.164, 2.884)  -0.173
S (-0.557, 2.587, 0.734)  -0.056
S (-1.094, -2.011, 0.899)  0.039
S (-0.482, 0.902, 1.874)  0.094
H (-2.402, 2.486, -0.715)  0.290
H (-2.548, 3.902, 0.459)  0.338
H (-3.014, 2.405, 0.997)  0.292
H (-0.896, 0.032, -0.244)  0.382
H (3.263, -1.122, -2.054)  0.217
H (3.481, -0.720, -0.282)  0.242
H (1.422, -1.544, -2.982)  0.218
H (-0.079, -1.572, -1.934)  0.247
H (1.812, -0.480, 0.791)  0.223
H (-2.064, -1.535, 3.010)  0.198

Computed properties:
gap between HOMO and LUMO: 9.1 eV
LUMO level: -3.195 eV
multiplicity: 1
net charge: +1
SMILES: CSS[C@@H]([NH+]=C(N)N)SS

2.
Below is an isolated molecule of C3H10N4 at a distorted geometry, with properties calculated with wB97M-V/def2-TZVPD.

Last column: Mulliken charge in e.
Atoms and positions in Å:
C (-0.005, -1.002, 1.045)  -0.399
C (1.330, -0.553, 1.546)  -1.097
N (0.579, 1.257, -0.705)  -0.082
C (-0.507, -0.833, -0.195)  0.504
N (-0.288, 2.369, -0.941)  -0.650
N (-1.760, -1.366, -0.551)  -0.583
N (0.122, -0.125, -1.213)  -0.306
H (1.386, 1.351, -1.322)  0.240
H (-0.642, -1.485, 1.774)  0.265
H (0.220, 3.231, -0.760)  0.261
H (-1.070, 2.291, -0.293)  0.212
H (-1.793, -1.716, -1.500)  0.195
H (-2.090, -2.068, 0.097)  0.242
H (-0.479, -0.059, -2.034)  0.315
H (1.941, -0.190, 0.726)  0.265
H (1.223, 0.268, 2.260)  0.244
H (1.833, -1.371, 2.065)  0.373

Computed properties:
gap between HOMO and LUMO: 8.6 eV
LUMO level: 1.128 eV
multiplicity: 1
net charge: 0
SMILES: C/C=C(/N)NNN

3.
Below is an isolated molecule of C3H10N4 at a distorted geometry, with properties calculated with wB97M-V/def2-TZVPD.

Last column: Mulliken charge in e.
Atoms and positions in Å:
C (0.633, 0.727, -0.006)  -0.193
N (-0.488, -0.021, -0.476)  0.328
N (-1.739, 0.576, -0.196)  -0.753
N (1.004, 0.526, 1.537)  -0.628
N (0.511, 2.085, -0.377)  -0.604
C (-0.431, -1.382, -0.717)  0.121
C (0.617, -2.190, -0.585)  -0.952
H (1.587, 0.276, -0.314)  0.337
H (-2.272, 0.665, -1.059)  0.228
H (-2.277, 0.008, 0.459)  0.247
H (-0.386, 2.457, -0.085)  0.277
H (0.265, 0.970, 2.080)  0.211
H (1.008, -0.455, 1.790)  0.266
H (1.265, 2.636, 0.012)  0.263
H (-1.398, -1.790, -0.990)  0.353
H (1.579, -1.857, -0.234)  0.238
H (0.522, -3.230, -0.837)  0.261

Computed properties:
gap between HOMO and LUMO: 9.1 eV
LUMO level: 0.931 eV
multiplicity: 1
net charge: 0
SMILES: C=CN(N)C(N)N

4.
Below is a cluster of 2 separate species, C3H10N4O2 in total at a distorted geometry, with properties calculated with wB97M-V/def2-TZVPD.

Last column: Mulliken charge in e.
Atoms and positions in Å:
C (-1.841, -1.145, 1.641)  -1.005
C (-1.113, -1.189, 0.331)  0.690
N (-0.967, 1.616, -1.526)  -0.547
O (-0.081, 1.676, -0.369)  -0.310
O (-1.687, -1.212, -0.749)  -0.677
H (-1.519, 0.777, -1.310)  0.321
H (-0.353, 1.254, -2.269)  0.338
H (-2.410, -0.212, 1.676)  0.248
H (-1.167, -1.165, 2.499)  0.350
H (-2.536, -1.984, 1.728)  0.278
C (1.193, 1.001, -0.603)  0.833
N (2.169, 1.524, 0.189)  -0.431
N (0.268, -1.361, 0.394)  -0.394
N (1.434, 0.490, -1.755)  -0.795
H (1.838, 2.084, 0.965)  0.223
H (3.060, 1.049, 0.183)  0.220
H (0.701, -1.648, -0.481)  0.273
H (0.731, -1.487, 1.285)  0.187
H (2.282, -0.067, -1.829)  0.200

Computed properties:
gap between HOMO and LUMO: 9.8 eV
LUMO level: 0.531 eV
multiplicity: 1
net charge: 0
SMILES: [H]/N=C(\N)ON.CC(N)=O

5.
Below is an isolated molecule of C3H10N4S at a distorted geometry, with properties calculated with wB97M-V/def2-TZVPD.

Last column: Mulliken charge in e.
Atoms and positions in Å:
C (-1.011, 2.129, -0.158)  -1.296
C (0.271, 1.378, 0.053)  -0.396
C (0.591, -1.060, 0.168)  0.437
H (-1.551, 2.313, 0.779)  0.337
H (-1.675, 1.525, -0.782)  0.300
H (-0.836, 3.112, -0.630)  0.354
H (0.973, 1.997, 0.622)  0.304
H (0.805, 1.170, -0.859)  0.389
H (-0.750, -0.025, 1.198)  0.293
H (0.165, -2.949, -0.106)  0.316
H (-1.683, -1.379, -1.023)  0.241
H (-2.262, -1.698, 0.485)  0.266
H (4.005, -0.958, -0.358)  0.158
N (0.108, 0.097, 0.711)  -0.247
N (-0.314, -2.149, 0.311)  -0.153
N (-1.608, -2.042, -0.234)  -0.616
N (1.757, -1.318, -0.232)  -0.515
S (3.014, -0.142, 0.055)  -0.173

Computed properties:
gap between HOMO and LUMO: 8.9 eV
LUMO level: 0.757 eV
multiplicity: 1
net charge: 0
SMILES: CCN/C(=N\S)NN

6.
Below is a structure of composition C3H10N5 at a distorted geometry, with properties calculated with wB97M-V/def2-TZVPD.

Last column: Mulliken charge in e.
Atoms and positions in Å:
C (-1.217, 0.829, -0.252)  -0.922
C (-0.218, 1.702, 0.122)  0.076
C (-1.062, -0.431, 0.329)  0.899
N (0.917, 1.302, 0.672)  -0.024
N (0.131, -0.778, 0.963)  -0.205
N (-2.019, -1.357, 0.453)  -0.417
N (2.066, -0.479, -0.232)  -0.414
N (1.284, -0.009, 0.784)  -0.253
H (-2.150, 1.265, -0.413)  0.392
H (-0.427, 2.822, 0.012)  0.374
H (0.387, -0.343, -2.640)  0.440
H (1.582, 1.919, 1.246)  0.306
H (0.317, -1.777, 1.257)  0.305
H (-2.939, -1.156, -0.043)  0.270
H (-1.746, -2.139, 0.985)  0.200
H (3.034, -0.304, -0.057)  0.266
H (1.798, -0.384, -1.267)  0.135
H (0.262, -0.683, -1.918)  -0.428

Computed properties:
gap between HOMO and LUMO: 9.5 eV
LUMO level: -3.774 eV
multiplicity: 1
net charge: +1

7.
Below is a cluster of 2 separate species, C3H10N7 in total at a distorted geometry, with properties calculated with wB97M-V/def2-TZVPD.

Last column: Mulliken charge in e.
Atoms and positions in Å:
C (0.068, 2.180, 1.463)  0.123
C (0.849, -1.714, 0.357)  0.487
C (-0.539, 1.233, -2.371)  -0.731
N (1.647, -0.831, 0.615)  -0.631
N (-0.991, -3.318, 0.490)  -0.429
N (0.042, -2.499, -0.117)  -0.185
N (0.943, 1.374, 1.951)  -0.190
N (-1.149, 0.443, -1.295)  0.113
N (-1.023, 0.684, -0.033)  -0.147
N (-0.489, 1.811, 0.311)  -0.320
H (-0.112, 3.187, 1.899)  0.358
H (-0.347, 0.606, -3.172)  0.373
H (-1.133, 2.045, -2.479)  0.320
H (0.503, 1.640, -2.012)  0.256
H (2.683, -0.842, 0.419)  0.231
H (-1.291, -3.853, -0.321)  0.280
H (1.502, 1.768, 2.724)  0.237
H (1.165, 0.432, 1.696)  0.258
H (-1.672, -0.521, -1.385)  0.347
H (-0.655, -3.825, 1.260)  0.247

Computed properties:
gap between HOMO and LUMO: 8.8 eV
LUMO level: -3.808 eV
multiplicity: 1
net charge: +1

8.
Below is a structure of composition C3H10N7O5ReS at a distorted geometry, with properties calculated with wB97M-V/def2-TZVPD.

Last column: Mulliken charge in e.
Atoms and positions in Å:
Re (-0.542, 1.161, 0.238)  1.579
N (4.422, 2.463, -1.098)  -0.554
N (3.469, 2.016, -0.211)  1.239
N (3.803, 1.333, 0.866)  -0.769
C (2.632, 0.885, 1.270)  -0.207
N (1.645, 1.290, 0.447)  -0.164
N (2.220, 2.000, -0.517)  -0.567
H (5.228, 2.768, -0.558)  0.323
H (4.033, 3.245, -1.617)  0.318
H (2.492, 0.327, 2.181)  0.580
O (-0.449, 2.789, 0.082)  -0.408
C (-3.616, -0.431, -1.673)  -0.881
S (-3.701, -0.013, 0.049)  1.094
O (-3.281, -1.164, 0.821)  -0.664
O (-5.077, 0.252, 0.338)  -0.577
O (-2.688, 1.169, 0.120)  -0.677
H (-4.216, -1.326, -1.809)  0.332
H (-2.585, -0.605, -1.976)  0.270
H (-4.033, 0.395, -2.244)  0.351
N (1.151, -1.946, 0.805)  -0.306
C (-0.173, -1.967, 0.599)  0.836
N (-0.877, -3.072, 0.587)  -0.291
O (-0.761, -0.849, 0.347)  -0.633
H (1.723, -2.756, 0.967)  0.179
H (1.529, -1.024, 0.791)  0.114
H (-0.474, -3.979, 0.750)  0.209
H (-1.877, -2.962, 0.444)  0.276

Computed properties:
gap between HOMO and LUMO (alpha / beta): 7.9 / 7.4 eV
<S²>: 0.76
LUMO level (alpha / beta): -4.710 / -5.208 eV
multiplicity: 2
net charge: +1

9.
Below is the ion C3H10NO with charge +1 at a distorted geometry, with properties calculated with wB97M-V/def2-TZVPD.

Last column: Mulliken charge in e.
Atoms and positions in Å:
C (-0.462, 0.419, 0.885)  -0.539
C (0.643, -0.366, 0.294)  -0.435
C (1.268, 0.310, -0.932)  -0.483
O (1.449, -0.731, -1.909)  -0.520
N (-1.896, -0.181, 0.749)  -0.334
H (-0.535, 1.433, 0.513)  0.381
H (-0.332, 0.507, 1.983)  0.279
H (1.416, -0.769, 0.952)  0.416
H (0.201, -1.278, -0.168)  0.238
H (0.653, 1.148, -1.409)  0.268
H (2.229, 0.754, -0.662)  0.325
H (2.016, -0.252, -2.598)  0.333
H (-2.218, -0.373, 1.693)  0.354
H (-1.830, -1.088, 0.283)  0.356
H (-2.601, 0.470, 0.326)  0.363

Computed properties:
gap between HOMO and LUMO: 10.2 eV
LUMO level: -3.858 eV
multiplicity: 1
net charge: +1
SMILES: [NH3+]CCCO

10.
Below is a cluster of 2 separate species, C3H10NO in total at a distorted geometry, with properties calculated with wB97M-V/def2-TZVPD.

Last column: Mulliken charge in e.
Atoms and positions in Å:
C (-1.371, -0.261, 0.522)  -0.824
C (0.953, -0.473, 1.065)  -1.152
C (0.330, 0.562, -1.054)  -0.466
N (-0.060, 0.393, 0.383)  -0.058
O (0.206, -0.503, -1.826)  -0.381
H (-2.088, 0.464, 0.375)  0.404
H (-1.322, -1.241, 0.003)  0.323
H (-1.384, -0.476, 1.536)  0.407
H (1.157, -1.262, 0.413)  0.418
H (1.878, -0.036, 1.010)  0.487
H (0.700, -0.642, 2.029)  0.438
H (-0.869, 1.700, -1.532)  0.217
H (1.089, 1.308, -1.322)  0.504
H (0.039, 1.209, 0.941)  0.340
H (0.742, -0.743, -2.544)  0.344

Computed properties:
gap between HOMO and LUMO: 10.7 eV
LUMO level: -3.561 eV
multiplicity: 1
net charge: +1

11.
Below is a structure of composition C3H10NO at a distorted geometry, with properties calculated with wB97M-V/def2-TZVPD.

Last column: Mulliken charge in e.
Atoms and positions in Å:
C (-1.385, -0.436, -0.101)  -0.267
O (-0.598, -0.846, 1.081)  -0.512
C (-0.643, -0.855, -1.313)  -0.993
H (-2.333, -0.973, 0.022)  0.383
H (-1.509, 0.662, -0.002)  0.247
H (-1.164, -0.787, 1.871)  0.344
H (-1.173, -1.072, -2.227)  0.364
H (0.043, -0.048, -1.640)  0.287
H (-0.115, -1.791, -1.156)  0.318
C (1.468, 1.667, 0.631)  -0.107
N (1.552, 0.398, 0.590)  -0.203
H (2.414, 2.211, 0.439)  0.264
H (0.549, 2.191, 0.833)  0.244
H (0.545, -0.275, 0.851)  0.363
H (2.350, -0.045, 0.120)  0.267

Computed properties:
gap between HOMO and LUMO: 11.3 eV
LUMO level: -4.522 eV
multiplicity: 1
net charge: +1

12.
Below is a cluster of 2 separate species, C3H10NO in total at a distorted geometry, with properties calculated with wB97M-V/def2-TZVPD.

Last column: Mulliken charge in e.
Atoms and positions in Å:
C (-1.224, 2.567, -0.564)  -0.589
O (-0.534, 1.382, 0.114)  -0.590
H (-1.672, 2.131, -1.454)  0.246
H (-0.456, 3.292, -0.799)  0.350
H (-2.004, 2.815, 0.141)  0.223
H (0.318, 1.812, 0.182)  0.327
C (1.514, -1.244, -0.636)  -0.831
C (0.034, -1.922, 1.144)  -0.162
N (0.181, -1.210, 0.118)  0.043
H (1.640, -2.230, -1.066)  0.354
H (1.614, -0.392, -1.288)  0.296
H (2.231, -1.222, 0.190)  0.371
H (0.580, -2.825, 1.393)  0.317
H (-0.781, -1.746, 1.850)  0.277
H (-0.262, -0.288, -0.100)  0.366

Computed properties:
gap between HOMO and LUMO: 10.3 eV
LUMO level: -4.825 eV
multiplicity: 1
net charge: +1

Electronic energy / hartree: -1877.089568; -339.228326; -339.263477; -489.759302; -737.464512; -393.709476; -503.211677; -1355.969249; -250.012745; -249.899376; -249.998019; -249.986556
Relative energy (zero: lowest compared OMol25 entry of this formula, charge and spin) / kJ/mol: 0.0; 261.6; 169.3; 256.5; 32.0; 390.0; 431.8; 225.0; 107.8; 405.5; 146.5; 176.6